No. 1
{"formula": "C4H9NO2", "method": "ωB97M-V/def2-TZVPD", "elements": ["C", "C", "C", "N", "C", "O", "O", "H", "H", "H", "H", "H", "H", "H", "H", "H"], "positions_angstrom": [[-0.36962, 0.35335, -0.38468], [-0.42253, 0.19027, 2.07863], [0.16319, -0.45477, 0.72188], [-0.35943, -0.00197, -2.83624], [1.05113, -1.42593, 0.71482], [-0.14525, -0.58867, -1.57771], [0.26565, 1.57472, -0.57002], [1.21713, 1.41710, -0.63151], [-1.44675, 0.55723, -0.31649], [-1.32990, 0.31717, -2.88227], [0.24894, 0.81564, -2.91461], [-1.42983, -0.19368, 2.22953], [0.22768, -0.11216, 2.89443], [-0.44814, 1.27782, 2.05671], [1.37219, -1.89099, 1.63336], [1.40555, -1.83512, -0.21582]], "forces_ev_per_angstrom": [[0.50, -1.85, -3.02], [1.12, -1.37, -1.30], [-1.13, 2.17, 3.39], [-0.08, 0.15, -0.13], [-0.17, -0.27, -0.39], [-0.37, 1.51, 1.14], [-0.11, -0.09, -0.13], [-0.01, -0.08, 0.18], [0.26, -0.01, 0.02], [0.21, 0.01, 0.06], [-0.27, -0.11, 0.10], [-0.05, 0.03, 0.12], [-0.15, -0.07, 0.22], [0.02, -0.01, -0.28], [0.09, 0.05, 0.14], [0.12, -0.07, -0.13]], "gap_ha": 0.378, "de_lowest_ev": 3.815, "e_homo_ev": -9.47, "charge": 0}

=====

No. 2
{"formula": "C4H9NO2", "method": "ωB97M-V/def2-TZVPD", "elements": ["C", "C", "C", "N", "C", "O", "O", "H", "H", "H", "H", "H", "H", "H", "H", "H"], "positions_angstrom": [[-0.38672, -0.23115, 1.07225], [0.82682, -0.34390, 0.41862], [1.23257, -1.55825, -0.34686], [-0.33561, 0.86235, -1.43516], [-1.28672, 1.21423, -0.39065], [-0.40348, 0.27865, 2.35834], [-2.49530, 1.12911, -0.62080], [-0.51789, 1.23711, 2.42277], [-1.11933, -1.02820, 0.95672], [1.63394, 0.30168, 0.74905], [-0.70995, 0.19660, -2.10266], [0.38120, 1.52493, -1.70992], [-0.87261, 2.05206, 0.20492], [1.81967, -2.21291, 0.30655], [1.86659, -1.29107, -1.19480], [0.36684, -2.13126, -0.68836]], "forces_ev_per_angstrom": [[3.00, -2.11, 0.46], [-1.70, -1.03, 2.52], [-0.28, 0.52, -0.74], [-1.27, 0.02, 0.38], [-0.46, 2.35, -4.35], [-0.32, 1.08, 0.44], [1.81, -0.94, 1.49], [-0.16, -0.20, -0.26], [-0.18, 0.29, -0.29], [-0.07, 0.23, -0.06], [0.23, 0.61, -0.15], [-0.46, -0.23, 0.06], [-0.11, -0.65, 0.62], [-0.05, 0.18, 0.05], [-0.06, -0.18, -0.13], [0.09, 0.07, -0.04]], "gap_ha": [0.304, 0.304], "de_lowest_ev": 4.140, "e_homo_ev": [-8.14, -8.14], "charge": 0}

=====

No. 3
{"formula": "C4H9NO2", "method": "ωB97M-V/def2-TZVPD", "elements": ["C", "C", "C", "O", "N", "C", "O", "H", "H", "H", "H", "H", "H", "H", "H", "H"], "positions_angstrom": [[-0.48499, 1.12117, -1.07561], [0.00087, 0.20217, 0.80118], [-0.89476, -1.01498, 0.73141], [-0.56366, -1.85586, 1.81387], [1.31375, -0.03899, 0.63930], [1.03949, 0.09711, -0.96952], [0.97340, -0.93287, -1.62094], [-0.33994, 2.16116, -0.76126], [-1.50158, 0.79146, -0.83459], [-0.42352, 1.07760, -2.16698], [-0.34693, 1.06145, 1.37854], [-1.94422, -0.73185, 0.85103], [-0.75153, -1.50771, -0.23914], [0.34972, -2.14109, 1.66393], [1.88732, 0.74410, 0.94579], [1.68658, 0.96714, -1.15701]], "forces_ev_per_angstrom": [[-0.21, 0.13, -0.16], [-0.01, -0.04, 0.16], [-0.18, 0.20, -0.23], [0.22, -0.14, 0.01], [-0.08, 0.11, 0.12], [0.14, -0.09, -0.30], [0.02, 0.24, 0.19], [-0.01, -0.16, -0.02], [0.19, 0.01, 0.01], [0.01, 0.01, 0.14], [0.05, -0.11, -0.11], [0.16, -0.01, -0.01], [-0.01, 0.07, 0.13], [-0.15, 0.00, 0.10], [-0.04, -0.10, -0.07], [-0.10, -0.10, 0.03]], "gap_ha": 0.339, "de_lowest_ev": 5.237, "e_homo_ev": -9.01, "charge": 0}

=====

No. 4
{"formula": "C4H9NO2", "method": "ωB97M-V/def2-TZVPD", "elements": ["C", "O", "C", "C", "C", "N", "O", "H", "H", "H", "H", "H", "H", "H", "H", "H"], "positions_angstrom": [[1.11628, -1.57005, -0.03232], [2.29513, -1.91176, 0.67331], [1.06755, -0.05547, 0.01655], [0.01334, 0.60917, -0.90928], [-1.20934, 1.04748, -0.19428], [-2.13948, 0.17500, 0.10623], [-1.40321, 2.20584, 0.22670], [1.24063, -1.92252, -1.05391], [0.21716, -2.00102, 0.42536], [2.38208, -2.87024, 0.69624], [1.00020, 0.29934, 1.04697], [2.02404, 0.33910, -0.31813], [0.49052, 1.45498, -1.35406], [-0.25622, -0.02733, -1.74425], [-1.95510, -0.79864, 0.30048], [-3.05777, 0.44257, 0.43836]], "forces_ev_per_angstrom": [[0.61, 0.11, 0.21], [-0.37, -0.01, 0.24], [0.18, 0.42, -0.01], [0.90, 0.08, 0.19], [-0.08, -1.37, 0.21], [-1.32, -0.67, 0.49], [0.21, 1.02, -0.35], [-0.46, 0.03, -0.32], [0.00, -0.17, -0.05], [0.08, -0.01, 0.03], [-0.23, -0.10, 0.04], [0.15, -0.20, -0.08], [0.12, 0.82, -0.22], [-0.44, -0.27, 0.00], [0.51, -0.17, -0.60], [0.13, 0.51, 0.23]], "gap_ha": [0.356, 0.188], "s_squared": 0.755, "de_lowest_ev": 1.648, "spin_multiplicity": 2, "e_homo_ev": [-14.23, -14.23], "charge": 1}

=====

No. 5
{"formula": "C4H9NO2S", "method": "ωB97M-V/def2-TZVPD", "elements": ["C", "C", "C", "C", "N", "O", "O", "S", "H", "H", "H", "H", "H", "H", "H", "H", "H"], "positions_angstrom": [[-1.44861, -0.81745, 1.23894], [0.71419, 1.19634, -0.83493], [-1.34510, 0.49500, 0.37481], [-0.29850, 0.35942, -0.69192], [-0.58465, -0.67739, -1.66976], [0.29330, -0.97690, -2.43809], [-1.74762, -1.17057, -1.65782], [2.92240, 0.17189, 1.06978], [-1.95907, -1.58160, 0.71529], [-0.44324, -0.93236, 1.52971], [-1.89957, -0.39014, 2.05054], [4.04933, -0.38136, 1.28077], [1.55781, 1.04513, -1.53979], [0.83233, 1.93680, -0.05318], [-1.13926, 1.43277, 0.87554], [-2.28705, 0.58361, -0.06213], [2.78332, -0.29317, -0.18776]], "forces_ev_per_angstrom": [[1.40, 3.00, -1.57], [1.21, -0.68, -0.25], [1.00, -1.30, -0.57], [-1.19, 0.97, 0.50], [-1.91, -0.95, -0.20], [0.08, -0.39, -0.36], [2.55, 0.94, -0.22], [-1.90, 0.84, -0.42], [-0.23, -0.78, -0.15], [1.21, -1.39, 0.42], [-1.82, -0.01, 2.53], [1.86, -0.96, 0.23], [-1.05, 0.30, 0.25], [0.04, 0.15, -0.25], [0.10, -0.20, 0.72], [-1.57, 0.49, -1.02], [0.22, -0.06, 0.35]], "gap_ha": 0.348, "de_lowest_ev": 5.035, "e_homo_ev": -10.07, "charge": 0}

=====

No. 6
{"formula": "C4H9NO2S", "method": "ωB97M-V/def2-TZVPD", "elements": ["C", "C", "C", "S", "N", "C", "O", "O", "H", "H", "H", "H", "H", "H", "H", "H", "H"], "positions_angstrom": [[-1.07173, 0.22428, 1.49652], [0.07184, -0.36960, 0.71992], [-0.34407, -1.02864, -0.65940], [-1.17076, -2.60341, -0.30994], [1.17760, 0.56247, 0.43110], [0.86699, 1.67645, -0.30798], [1.85235, 2.61266, -0.10404], [-0.02894, 1.86844, -1.07891], [-1.54121, 1.00865, 0.88943], [-1.88845, -0.45345, 1.69992], [-0.81841, 0.65220, 2.46810], [0.53970, -1.17307, 1.30211], [0.38782, -1.17903, -1.44194], [-1.12891, -0.34621, -0.99567], [-0.13415, -3.26678, 0.23869], [1.84319, 0.74952, 1.16114], [1.64328, 3.42226, -0.58483]], "forces_ev_per_angstrom": [[-0.91, 0.89, -0.33], [1.65, -1.41, -1.01], [-1.29, 0.45, 1.75], [-0.26, -0.29, -0.15], [-1.20, 0.59, -0.18], [1.74, 0.70, 0.29], [0.03, -0.17, 0.31], [-0.74, -0.32, -0.12], [0.20, 0.11, 0.15], [0.06, -0.66, -0.11], [0.46, -0.02, -0.16], [-0.05, 0.17, 0.01], [0.47, 0.38, 0.33], [0.05, -0.39, -0.58], [-0.02, 0.21, -0.13], [0.05, -0.05, 0.11], [-0.22, -0.20, -0.18]], "gap_ha": 0.361, "de_lowest_ev": 0.070, "e_homo_ev": -9.11, "charge": 0}

=====

Copy entry 3 word for word.
{"formula": "C4H9NO2", "method": "ωB97M-V/def2-TZVPD", "elements": ["C", "C", "C", "O", "N", "C", "O", "H", "H", "H", "H", "H", "H", "H", "H", "H"], "positions_angstrom": [[-0.48499, 1.12117, -1.07561], [0.00087, 0.20217, 0.80118], [-0.89476, -1.01498, 0.73141], [-0.56366, -1.85586, 1.81387], [1.31375, -0.03899, 0.63930], [1.03949, 0.09711, -0.96952], [0.97340, -0.93287, -1.62094], [-0.33994, 2.16116, -0.76126], [-1.50158, 0.79146, -0.83459], [-0.42352, 1.07760, -2.16698], [-0.34693, 1.06145, 1.37854], [-1.94422, -0.73185, 0.85103], [-0.75153, -1.50771, -0.23914], [0.34972, -2.14109, 1.66393], [1.88732, 0.74410, 0.94579], [1.68658, 0.96714, -1.15701]], "forces_ev_per_angstrom": [[-0.21, 0.13, -0.16], [-0.01, -0.04, 0.16], [-0.18, 0.20, -0.23], [0.22, -0.14, 0.01], [-0.08, 0.11, 0.12], [0.14, -0.09, -0.30], [0.02, 0.24, 0.19], [-0.01, -0.16, -0.02], [0.19, 0.01, 0.01], [0.01, 0.01, 0.14], [0.05, -0.11, -0.11], [0.16, -0.01, -0.01], [-0.01, 0.07, 0.13], [-0.15, 0.00, 0.10], [-0.04, -0.10, -0.07], [-0.10, -0.10, 0.03]], "gap_ha": 0.339, "de_lowest_ev": 5.237, "e_homo_ev": -9.01, "charge": 0}